Entry 1:
ORCA calculation (ωB97M-V with the def2-TZVPD basis set) on a structure of composition C22H20N6O3RuS in a non-equilibrium geometry.

Structure (XYZ):
```
53
Properties=species:S:1:pos:R:3:forces:R:3:mulliken_charge:R:1
Ru -0.698 0.165 0.919 0.304 -0.009 0.469 0.86
C -1.985 4.175 -0.053 -0.007 -0.082 -0.013 -1.62
C -1.842 2.732 0.265 0.218 -0.258 0.013 0.68
N -0.716 2.114 0.444 -0.298 0.266 -0.023 0.99
N 0.505 2.703 0.330 0.781 -0.965 -0.083 -1.27
C 1.429 1.749 0.261 -0.685 0.660 0.133 0.65
O 1.059 0.442 0.320 -0.223 0.406 -0.151 -0.59
C 2.841 2.032 0.126 -0.178 0.010 -0.080 0.60
C 3.753 0.974 0.053 0.023 0.029 0.011 -0.29
C 5.101 1.249 -0.065 0.110 0.170 -0.011 -0.76
C 5.537 2.573 -0.109 -0.005 -0.091 0.002 -0.40
C 4.626 3.625 -0.038 0.141 0.015 -0.015 -0.72
C 3.278 3.363 0.077 -0.093 -0.049 0.008 -0.34
C -2.983 1.798 0.332 0.218 0.081 0.041 0.57
C -4.294 2.163 0.140 -0.081 0.160 -0.007 -0.67
C -5.276 1.176 0.135 -0.134 -0.003 -0.020 -0.43
C -4.919 -0.151 0.306 -0.042 -0.090 0.016 -0.84
C -3.585 -0.465 0.489 -0.092 0.034 0.003 -0.17
N -2.643 0.487 0.522 0.029 0.133 -0.308 0.19
H -1.013 4.655 -0.056 0.053 0.040 -0.001 0.36
H -2.625 4.658 0.689 0.006 -0.008 -0.003 0.41
H -2.452 4.304 -1.033 0.021 -0.021 0.041 0.39
H 3.404 -0.049 0.088 0.002 0.026 0.002 0.37
H 5.815 0.439 -0.119 0.005 0.029 0.000 0.43
H 6.596 2.787 -0.199 -0.098 -0.029 0.008 0.42
H 4.974 4.650 -0.074 0.001 -0.063 0.002 0.42
H 2.562 4.175 0.133 0.042 -0.091 -0.004 0.46
H -4.550 3.205 -0.014 0.028 -0.117 0.011 0.49
H -6.315 1.447 -0.013 0.077 -0.021 0.016 0.45
H -5.659 -0.941 0.305 0.061 0.055 0.003 0.45
H -3.250 -1.479 0.640 0.017 -0.129 0.001 0.48
O 1.324 -1.205 -2.613 0.090 -0.276 0.150 -0.44
C 1.916 -2.501 -2.493 -0.191 0.102 -0.056 -0.76
N 1.039 -3.582 -2.849 -0.190 0.139 0.055 -0.10
C 0.048 -4.113 -2.080 0.044 -0.323 0.021 0.12
O -0.708 -4.981 -2.457 0.176 0.223 0.007 -0.56
C -0.076 -3.650 -0.648 -0.082 -0.052 -0.042 -0.08
C -0.179 -4.614 0.351 -0.018 -0.123 0.038 -0.33
C -0.416 -4.217 1.654 -0.009 -0.052 0.051 -0.90
C -0.591 -2.874 1.932 0.071 0.122 -0.436 -0.44
N -0.514 -1.939 0.967 -0.072 -0.258 0.039 0.27
C -0.243 -2.332 -0.300 -0.087 0.154 0.309 0.11
H 1.279 -0.956 -3.540 0.026 0.003 -0.139 0.27
H 2.203 -2.599 -1.452 0.044 0.037 0.139 0.46
H 2.809 -2.584 -3.101 0.115 0.057 -0.124 0.50
H 1.056 -3.939 -3.791 0.011 -0.037 -0.127 0.27
H -0.084 -5.662 0.092 -0.010 0.056 0.010 0.54
H -0.487 -4.937 2.459 0.005 0.046 -0.051 0.46
H -0.805 -2.545 2.929 -0.083 0.207 0.312 0.38
H -0.148 -1.560 -1.058 -0.008 0.091 -0.045 0.64
S -0.513 0.988 2.957 -0.212 0.081 -0.050 -0.03
C -1.449 -0.106 3.841 -0.037 -0.504 0.074 0.38
N -2.139 -0.849 4.398 0.213 0.217 -0.195 -0.35
```
Forces are in eV/Å.

**Charge**: +2
**HOMO level (spin up / spin down)**: -14.5 / -14.5 eV
**E_tot**: -1897.11369 hartree
**HOMO-LUMO gap (spin up / spin down)**: 5.017 / 5.441 eV


Entry 2:
ORCA calculation (ωB97M-V with the def2-TZVPD basis set) on a cluster of 6 separate species, C24H66N6O6 in total in a non-equilibrium geometry.

Structure (XYZ):
```
102
Properties=species:S:1:pos:R:3:forces:R:3:mulliken_charge:R:1
C 9.840 -6.034 28.325 0.180 0.727 -1.433 -0.59
O 8.776 -6.134 29.254 1.431 -0.444 -0.906 -0.36
C 8.309 -7.457 29.357 -1.613 -0.618 0.779 -0.40
C 7.442 -7.973 28.208 -1.993 1.083 -0.728 0.47
C 6.258 -7.014 27.869 0.990 0.613 -0.736 -1.43
N 6.797 -9.282 28.418 1.358 -0.389 0.291 -0.63
H 10.625 -6.794 28.336 -0.209 -0.310 0.779 0.13
H 10.340 -5.066 28.362 -0.181 0.077 0.697 0.33
H 9.497 -6.052 27.283 -0.436 -0.191 0.006 0.32
H 9.060 -8.236 29.522 0.463 0.403 0.292 0.04
H 7.663 -7.340 30.234 0.007 -0.704 0.165 0.39
H 8.044 -8.005 27.297 0.191 -0.364 0.108 0.18
H 6.536 -5.981 28.091 -0.355 0.056 0.109 0.33
H 5.296 -7.306 28.284 0.223 0.109 0.606 0.39
H 6.094 -7.062 26.789 0.019 0.077 -0.057 0.36
H 6.099 -9.358 27.692 -0.028 -0.289 -0.008 0.26
H 6.293 -9.291 29.297 -0.004 0.114 0.056 0.26
C 17.342 -10.095 30.273 0.268 0.004 0.549 -0.95
O 16.155 -9.533 30.878 1.125 -0.366 -1.429 -0.20
C 16.422 -8.418 31.702 0.113 -0.137 1.253 -0.81
C 15.187 -7.533 31.805 -0.509 1.448 -0.155 0.82
C 15.010 -6.586 30.581 0.107 -1.942 -0.245 -1.35
N 15.232 -6.578 32.917 0.914 -0.048 0.068 -0.71
H 17.718 -9.545 29.409 -0.431 0.302 -0.133 0.35
H 17.231 -11.140 29.988 -0.851 0.100 -0.112 0.26
H 18.202 -10.160 30.947 -0.197 0.392 0.515 0.41
H 16.723 -8.852 32.665 -0.367 0.283 0.403 0.33
H 17.295 -7.799 31.467 -0.067 -0.069 -0.829 0.41
H 14.270 -8.122 31.900 0.224 -0.521 -0.265 0.02
H 14.093 -6.017 30.725 0.188 0.317 -0.153 0.44
H 14.883 -7.221 29.700 -0.180 0.119 -0.125 0.23
H 15.903 -5.994 30.391 -0.151 0.318 0.362 0.36
H 14.446 -5.954 32.824 0.007 0.046 0.360 0.24
H 15.307 -6.949 33.853 -0.234 -0.240 -0.071 0.23
C 16.357 -13.424 20.319 -0.248 0.708 -1.386 -0.80
O 15.053 -13.867 20.609 0.739 0.399 -0.165 -0.32
C 14.463 -13.075 21.624 0.144 -1.668 0.269 -0.76
C 13.242 -13.889 22.027 -2.219 1.826 0.272 1.19
C 12.167 -13.991 20.935 0.425 0.004 -1.373 -1.64
N 12.559 -13.066 23.047 -0.019 -0.335 1.273 -0.66
H 17.121 -13.700 21.047 -0.158 0.041 0.212 0.27
H 16.317 -12.343 20.133 0.302 0.194 0.598 0.32
H 16.648 -13.765 19.322 -0.024 -0.644 0.215 0.29
H 15.170 -12.976 22.459 -0.092 -0.185 0.222 0.33
H 14.231 -12.039 21.357 -0.321 -0.173 -0.527 0.39
H 13.449 -14.876 22.444 0.566 -0.070 -0.411 0.11
H 12.532 -14.323 19.960 0.201 -0.693 0.296 0.40
H 11.742 -13.034 20.617 0.188 0.396 0.757 0.35
H 11.314 -14.592 21.249 0.186 -0.242 0.055 0.38
H 12.819 -13.396 23.972 0.378 0.424 0.076 -0.40
H 11.573 -13.302 23.120 -0.128 0.164 -0.526 0.30
C 15.142 -15.916 26.915 0.766 -0.349 0.167 -0.94
O 13.934 -15.195 26.817 0.560 -0.191 0.146 -0.19
C 13.176 -15.541 25.677 -0.412 0.384 -0.214 -0.90
C 11.707 -15.185 25.947 1.975 -1.373 0.347 0.64
C 10.827 -15.862 24.947 -1.768 1.134 -0.614 -1.55
N 11.412 -13.756 25.991 0.070 -0.511 0.182 -0.25
H 15.062 -17.004 27.024 -0.786 -0.118 -0.449 0.34
H 15.703 -15.699 27.826 -0.339 0.836 0.030 0.30
H 15.811 -15.736 26.070 -0.042 0.149 -0.140 0.35
H 13.484 -15.055 24.742 0.533 0.281 0.186 0.14
H 13.299 -16.610 25.480 -0.368 -0.142 0.130 0.70
H 11.577 -15.709 26.904 -0.398 0.302 0.247 0.41
H 11.053 -16.843 24.536 0.165 -0.192 0.651 0.40
H 10.658 -15.212 24.082 0.383 0.053 -0.093 0.31
H 9.853 -15.797 25.445 -0.280 -0.828 -0.382 0.35
H 12.074 -13.242 26.576 -0.174 -0.220 0.006 -0.06
H 10.508 -13.701 26.448 -0.059 0.454 -0.101 0.38
C 10.482 -13.602 32.704 0.872 0.792 -0.686 -0.62
O 9.231 -13.930 32.167 -0.671 -0.528 0.355 -0.37
C 9.234 -14.240 30.786 0.504 -0.632 -0.147 -0.42
C 7.845 -14.655 30.310 -0.182 1.025 0.527 0.54
C 7.828 -15.186 28.901 -0.777 -0.311 -0.821 -1.50
N 6.968 -13.473 30.404 -0.139 -0.276 -0.171 -0.77
H 10.520 -13.478 33.785 -0.781 -0.311 0.041 0.30
H 10.781 -12.628 32.303 0.206 0.054 0.046 0.21
H 11.277 -14.305 32.438 -0.142 -0.223 -0.134 0.32
H 9.531 -13.375 30.180 0.034 0.229 0.049 0.08
H 9.977 -15.016 30.562 0.070 -0.188 0.194 0.41
H 7.393 -15.406 30.961 0.312 -0.091 0.131 0.36
H 8.217 -16.201 28.814 0.352 0.138 0.018 0.39
H 8.237 -14.540 28.120 0.599 0.115 0.354 0.16
H 6.788 -15.248 28.570 -0.128 -0.128 0.308 0.44
H 7.442 -12.722 29.912 -0.217 0.213 0.008 0.19
H 6.912 -13.197 31.377 0.030 0.103 0.002 0.32
C 14.359 -12.090 26.326 1.177 0.857 0.230 -0.35
O 13.359 -12.014 27.302 -0.177 -0.081 -0.214 -0.32
C 13.572 -11.017 28.275 -1.074 0.654 -0.424 -1.01
C 12.255 -10.820 29.004 0.886 -1.325 0.952 0.81
C 12.315 -9.532 29.805 -2.230 -0.887 0.042 -1.40
N 12.095 -11.991 29.881 0.882 -0.297 0.162 -0.57
H 14.010 -12.492 25.379 -0.218 -0.382 0.290 -0.13
H 15.231 -12.611 26.733 -0.068 -0.384 -0.301 0.20
H 14.726 -11.082 26.093 -0.134 0.109 -0.071 0.46
H 14.375 -11.256 28.976 0.001 -0.095 0.023 0.30
H 13.755 -10.037 27.817 0.480 -0.165 -0.402 0.44
H 11.406 -10.941 28.325 0.216 1.260 -0.536 0.26
H 12.104 -8.695 29.140 0.559 0.291 0.217 0.18
H 13.132 -9.440 30.515 0.338 0.028 -0.473 0.18
H 11.403 -9.666 30.401 0.031 0.687 0.376 0.42
H 11.375 -11.964 30.585 -0.261 0.274 -0.301 -0.08
H 11.973 -12.783 29.263 -0.101 -0.296 0.385 0.22
```
Forces are in eV/Å.

**SMILES**: COC[C@H](C)N.COC[C@H](C)N.COC[C@H](C)N.COC[C@H](C)N.COC[C@H](C)N.COC[C@H](C)N
**Charge**: 0
**HOMO level**: -8.9 eV
**E_tot**: -1733.77820 hartree
**HOMO-LUMO gap**: 9.574 eV


Entry 3:
ORCA calculation (ωB97M-V with the def2-TZVPD basis set) on a cluster of 2 separate species, C4H16Si3 in total in a non-equilibrium geometry.

Structure (XYZ):
```
23
Properties=species:S:1:pos:R:3:forces:R:3:mulliken_charge:R:1
C 1.603 2.521 -0.703 -1.575 -2.778 1.227 -0.80
C -3.427 -1.076 -0.975 -0.630 -1.849 3.091 -0.94
C -2.578 1.154 1.258 -1.916 1.578 -2.123 -1.05
C 2.525 -2.583 0.278 2.925 2.143 -1.297 -1.05
Si 2.757 1.138 0.003 0.537 0.184 -0.621 0.32
Si -2.177 -0.588 0.441 -0.725 2.296 -1.471 0.24
Si 1.834 -0.936 -0.615 0.542 -0.687 2.732 0.19
H 1.758 2.565 -1.742 -0.028 0.030 -1.501 0.31
H 0.466 2.231 -0.487 2.560 0.893 -0.306 0.10
H 1.944 3.427 -0.301 -0.087 1.463 0.782 0.33
H -3.228 -2.198 -1.049 -0.688 1.184 0.235 0.22
H -4.525 -0.866 -0.656 1.889 -0.446 -0.604 0.27
H -3.221 -0.746 -1.929 0.318 1.243 -1.986 0.37
H -3.711 1.346 1.426 1.614 -0.995 0.179 0.30
H -2.031 1.347 2.143 0.387 -0.180 1.186 0.36
H -2.417 2.139 0.672 0.348 -1.807 0.192 0.31
H 3.662 -2.809 -0.003 -2.471 0.483 0.410 0.27
H 2.487 -2.527 1.339 0.105 0.612 0.995 0.34
H 1.934 -3.407 0.082 -1.166 -1.787 -1.010 0.36
H 4.314 1.411 -0.045 -1.312 -0.187 -0.640 -0.11
H 2.701 1.072 1.425 -0.432 0.078 1.280 -0.15
H -2.380 -1.564 1.437 -0.042 -1.056 1.174 -0.11
H 1.711 -1.051 -1.998 -0.153 -0.414 -1.924 -0.09
```
Forces are in eV/Å.

**Charge**: 0
**HOMO level (spin up / spin down)**: -7.6 / -7.4 eV
**E_tot**: -1030.29581 hartree
**HOMO-LUMO gap (spin up / spin down)**: 6.904 / 6.764 eV


Entry 4:
ORCA calculation (ωB97M-V with the def2-TZVPD basis set) on the molecule C3H7F2N in a non-equilibrium geometry.

Structure (XYZ):
```
13
Properties=species:S:1:pos:R:3:forces:R:3:mulliken_charge:R:1
N 1.254 -0.078 -1.292 0.734 0.240 0.739 -0.62
C 0.321 0.859 -0.679 -1.006 0.281 -0.616 -0.66
C -0.177 0.460 0.723 0.381 1.355 1.010 -0.50
C -0.975 -0.839 0.703 0.342 0.323 1.348 0.30
F -0.111 -1.881 0.375 -0.911 0.248 -0.042 -0.27
F -1.999 -0.779 -0.206 0.629 -0.288 0.243 -0.26
H 0.843 -1.005 -1.301 0.118 0.101 -0.099 0.31
H 2.051 -0.132 -0.640 -0.270 -0.238 -0.632 0.25
H 0.775 1.860 -0.665 -0.054 -0.305 0.180 0.33
H -0.547 0.945 -1.367 0.371 0.008 0.457 0.32
H 0.728 0.366 1.398 -0.961 -0.380 -0.640 0.28
H -0.759 1.312 1.244 0.469 -1.404 -1.072 0.31
H -1.402 -1.087 1.706 0.159 0.060 -0.876 0.23
```
Forces are in eV/Å.

**SMILES**: NCCC(F)F
**Charge**: 0
**HOMO level**: -9.5 eV
**E_tot**: -372.98722 hartree
**HOMO-LUMO gap**: 10.399 eV